1) {
  "formula": "C5H7Br",
  "method": "ωB97M-V with the def2-TZVPD basis set",
  "e_lumo_ev": [0.08, -0.32],
  "homo_ev": [-8.6, -8.6],
  "symbols": ["C", "C", "C", "C", "C", "Br", "H", "H", "H", "H", "H", "H", "H"],
  "coordinates": [[0.79, 0.08, -0.92], [1.54, 1.02, -0.39], [-0.67, 1.21, 0.53], [-0.53, -0.07, -0.30], [-0.58, -1.28, 0.63], [3.29, 1.43, -0.41], [1.11, -0.54, -1.73], [-1.26, 1.28, 1.50], [-0.76, 2.04, -0.03], [-1.09, -0.29, -1.21], [0.10, -1.17, 1.36], [-0.31, -2.04, -0.03], [-1.63, -1.66, 1.01]],
  "lowdin_charge": [-0.2443, -0.6163, 0.0959, -0.4516, -0.0730, 0.7478, 0.1052, 0.0936, 0.0027, 0.1341, 0.0372, 0.0451, 0.1237]
}

2) {
  "formula": "C5H7Br",
  "method": "ωB97M-V with the def2-TZVPD basis set",
  "e_lumo_ev": -0.12,
  "homo_ev": -8.2,
  "symbols": ["C", "C", "C", "C", "C", "Br", "H", "H", "H", "H", "H", "H", "H"],
  "coordinates": [[1.61, 0.83, 0.62], [0.24, 0.15, 0.39], [-0.57, 0.04, -0.69], [1.90, -0.14, -0.39], [-2.05, -0.31, -0.53], [2.62, -1.83, 0.33], [1.77, 1.85, 0.36], [1.88, 0.75, 1.65], [0.09, -0.45, 1.30], [-0.28, 0.35, -1.67], [-2.11, -0.92, 0.33], [-2.44, -0.85, -1.39], [-2.66, 0.52, -0.30]],
  "lowdin_charge": [-0.3105, -0.2169, -0.0765, -0.4906, -0.0565, 0.5225, 0.0981, 0.0903, 0.1239, 0.1081, 0.0600, 0.0829, 0.0652]
}

2) is favored, and the nearest alternative lies 0.970 eV above it.

1) {
  "formula": "C3H3BrCl2",
  "method": "ωB97M-V with the def2-TZVPD basis set",
  "e_lumo_ev": [-1.09, -0.89],
  "homo_ev": [-9.5, -9.4],
  "symbols": ["C", "C", "C", "Cl", "Cl", "Br", "H", "H", "H"],
  "coordinates": [[0.23, 0.27, -0.73], [0.37, 0.89, 0.61], [1.58, 0.66, -0.19], [-0.25, 2.45, 1.06], [2.45, 1.94, -0.96], [2.64, -0.73, 0.47], [-0.10, -0.70, -0.93], [-0.25, 0.71, -1.62], [0.47, -0.67, 1.85]],
  "lowdin_charge": [-0.2483, -0.7905, -1.3717, 0.6303, 0.6334, 0.7377, 0.0763, 0.1231, 0.2097]
}

2) {
  "formula": "C3H3BrCl2",
  "method": "ωB97M-V with the def2-TZVPD basis set",
  "e_lumo_ev": [-0.83, -1.20],
  "homo_ev": [-9.3, -10.2],
  "symbols": ["C", "C", "C", "Cl", "Cl", "Br", "H", "H", "H"],
  "coordinates": [[-0.09, -0.73, 0.06], [0.77, 0.14, 0.89], [-0.42, -0.46, 1.52], [2.38, -0.12, 1.33], [-0.20, -1.76, 2.69], [-1.95, 0.62, 1.90], [-0.74, -0.28, -0.68], [0.28, -1.71, -0.22], [0.53, 2.25, 0.48]],
  "lowdin_charge": [-0.2104, -0.8323, -1.2972, 0.6630, 0.5976, 0.6774, 0.0999, 0.1097, 0.1923]
}

2) is favored, and the nearest alternative lies 0.122 eV above it.

1) {
  "formula": "C16H24N2O4S",
  "method": "ωB97M-V with the def2-TZVPD basis set",
  "e_lumo_ev": 0.66,
  "homo_ev": -9.3,
  "smiles": "CCOC(=O)N1CCN(S(=O)(=O)c2c(C)cc(C)cc2C)CC1",
  "symbols": ["C", "C", "H", "H", "O", "C", "O", "N", "C", "H", "C", "N", "S", "O", "O", "C", "C", "C", "C", "C", "C", "C", "H", "H", "H", "H", "C", "H", "H", "H", "H", "C", "H", "H", "H", "C", "C", "H", "H", "H", "H", "H", "H", "H", "H", "H", "H"],
  "coordinates": [[-5.71, -1.90, -0.96], [-5.93, -0.49, -0.41], [-6.37, -0.54, 0.59], [-6.57, 0.09, -1.08], [-4.70, 0.24, -0.35], [-3.93, 0.00, 0.73], [-4.24, -0.73, 1.65], [-2.79, 0.73, 0.69], [-2.42, 1.48, -0.49], [-3.20, 2.21, -0.72], [-1.08, 2.17, -0.25], [-0.04, 1.22, 0.09], [0.74, 0.57, -1.28], [-0.03, -0.54, -1.78], [0.96, 1.65, -2.20], [2.29, 0.04, -0.55], [3.06, 1.03, 0.07], [4.27, 0.66, 0.65], [4.72, -0.65, 0.62], [3.94, -1.60, -0.01], [2.73, -1.28, -0.61], [1.96, -2.37, -1.29], [1.00, -2.54, -0.79], [1.73, -2.10, -2.32], [2.53, -3.30, -1.28], [4.29, -2.63, -0.05], [6.04, -1.02, 1.23], [6.82, -0.97, 0.48], [6.30, -0.34, 2.04], [6.01, -2.04, 1.62], [4.87, 1.42, 1.13], [2.63, 2.45, 0.13], [2.25, 2.77, -0.84], [1.83, 2.57, 0.85], [3.46, 3.09, 0.41], [-0.45, 0.16, 1.00], [-1.77, 0.51, 1.69], [-1.65, 1.40, 2.31], [-2.10, -0.32, 2.32], [-0.57, -0.77, 0.44], [0.34, 0.02, 1.75], [-0.75, 2.68, -1.15], [-1.17, 2.90, 0.56], [-2.32, 0.80, -1.35], [-6.67, -2.40, -1.07], [-5.22, -1.85, -1.93], [-5.09, -2.47, -0.28]],
  "lowdin_charge": [-0.0616, -0.2176, 0.1207, 0.1223, -0.0042, -0.5431, 0.0891, -0.0243, -0.1098, 0.1322, -0.1728, -0.2320, 0.7112, -0.2933, -0.2874, -0.1773, -0.2316, -0.0006, -0.2565, -0.0032, -0.2261, -0.0459, 0.0810, 0.0844, 0.0807, 0.1181, -0.0429, 0.0886, 0.0780, 0.0792, 0.1187, -0.0444, 0.0685, 0.0829, 0.0829, -0.1642, -0.1105, 0.1301, 0.1297, 0.1178, 0.1286, 0.1178, 0.1298, 0.1288, 0.0760, 0.0777, 0.0744]
}

2) {
  "formula": "C16H24N2O4S",
  "method": "ωB97M-V with the def2-TZVPD basis set",
  "e_lumo_ev": -0.41,
  "homo_ev": -8.3,
  "symbols": ["C", "C", "C", "O", "C", "C", "C", "C", "O", "C", "C", "O", "C", "C", "O", "C", "C", "C", "N", "S", "N", "C", "C", "H", "H", "H", "H", "H", "H", "H", "H", "H", "H", "H", "H", "H", "H", "H", "H", "H", "H", "H", "H", "H", "H", "H", "H"],
  "coordinates": [[-2.47, 2.68, -1.47], [-3.21, 2.09, -2.75], [-3.86, 0.66, -2.49], [-3.24, 0.00, -1.36], [-2.13, -0.74, -1.71], [-1.57, -1.65, -0.60], [-0.40, -2.46, -0.80], [0.26, -3.38, 0.28], [-0.44, -3.42, 1.52], [0.40, -3.15, 2.65], [0.10, -1.71, 3.19], [0.74, -0.67, 2.43], [1.23, 0.35, 3.29], [1.53, 1.71, 2.55], [2.29, 1.56, 1.35], [3.58, 2.19, 1.41], [3.74, 3.40, 0.37], [0.27, -2.44, -2.16], [1.39, -3.17, -2.57], [1.66, -2.74, -4.16], [0.44, -1.63, -4.51], [-0.23, -1.57, -3.30], [-1.45, -0.72, -2.99], [-2.93, 2.37, -0.49], [-2.51, 3.82, -1.54], [-1.38, 2.42, -1.52], [-2.49, 2.12, -3.61], [-4.07, 2.79, -2.97], [-4.93, 0.87, -2.17], [-3.94, 0.03, -3.41], [-2.10, -1.67, 0.40], [1.34, -3.05, 0.37], [0.32, -4.42, -0.18], [1.49, -3.36, 2.48], [0.07, -3.87, 3.47], [0.50, -1.65, 4.25], [-1.02, -1.60, 3.26], [2.19, 0.01, 3.80], [0.46, 0.59, 4.09], [1.96, 2.44, 3.30], [0.52, 2.14, 2.24], [3.92, 2.48, 2.44], [4.32, 1.40, 1.05], [4.81, 3.33, 0.01], [3.59, 4.39, 0.88], [3.05, 3.30, -0.51], [-1.81, -0.07, -3.82]],
  "lowdin_charge": [-0.1106, -0.2118, -0.1980, -0.0922, -0.2093, 0.0868, -0.0869, -0.1746, -0.1528, -0.1723, -0.1862, -0.1515, -0.1991, -0.1919, -0.1602, -0.2610, -0.0795, -0.2599, -0.2565, 0.9217, -0.2364, -0.3277, 0.0352, 0.0778, 0.0749, 0.0742, 0.0963, 0.1044, 0.1297, 0.1246, 0.1237, 0.1361, 0.1387, 0.1335, 0.1323, 0.1222, 0.1381, 0.1341, 0.1322, 0.1245, 0.1321, 0.1152, 0.1165, 0.0737, 0.0654, 0.0762, 0.0979]
}

1) is favored, and the nearest alternative lies 5.288 eV above it.

1) {
  "formula": "C8H10O",
  "method": "ωB97M-V with the def2-TZVPD basis set",
  "e_lumo_ev": -0.26,
  "homo_ev": -8.9,
  "smiles": "C=C/C=C(/C=O)C1CC1",
  "symbols": ["C", "C", "C", "C", "C", "C", "C", "C", "H", "H", "H", "H", "H", "H", "H", "H", "H", "H", "O"],
  "coordinates": [[-2.75, 0.64, 1.47], [-1.46, 0.44, 1.26], [-1.02, -0.78, 0.54], [0.27, -0.86, -0.01], [0.33, -2.14, -0.84], [1.30, 0.16, 0.18], [1.09, 1.50, -0.55], [2.13, 0.54, -1.00], [-3.32, 1.67, 1.71], [-3.35, -0.22, 1.23], [-0.69, 1.28, 1.27], [-1.67, -1.53, 0.36], [1.25, -2.24, -1.68], [1.76, 0.20, 1.18], [0.09, 1.41, -1.18], [1.35, 2.49, -0.07], [1.87, -0.09, -1.95], [3.30, 0.58, -1.13], [-0.48, -3.05, -0.81]],
  "lowdin_charge": [0.0077, -0.1704, -0.0090, -0.1650, -0.2266, -0.3117, -0.1337, -0.1798, 0.1152, 0.0475, 0.1167, 0.0710, 0.1565, 0.1516, 0.1518, 0.1184, 0.1102, 0.1385, 0.0111]
}

2) {
  "formula": "C8H10O",
  "method": "ωB97M-V with the def2-TZVPD basis set",
  "e_lumo_ev": 0.69,
  "homo_ev": -7.5,
  "smiles": "CC(C)(C)C1=CC1=C=O",
  "symbols": ["C", "C", "C", "C", "C", "C", "C", "C", "O", "H", "H", "H", "H", "H", "H", "H", "H", "H", "H"],
  "coordinates": [[0.45, -0.45, -2.32], [-0.87, -0.88, -1.93], [-2.03, -0.46, -1.76], [0.12, -0.37, -1.05], [0.40, -1.21, 1.25], [-0.93, 0.93, 0.92], [1.54, 0.91, 0.46], [0.27, 0.07, 0.41], [-3.22, -0.54, -1.54], [0.98, -0.46, -3.23], [0.09, -2.05, 0.54], [-0.31, -1.10, 2.05], [1.34, -1.22, 1.74], [-0.68, 1.98, 0.54], [-1.79, 0.52, 0.40], [-0.98, 1.12, 2.06], [1.40, 1.86, 0.04], [2.36, 0.44, -0.13], [1.86, 0.90, 1.54]],
  "lowdin_charge": [0.1265, -0.1614, -0.1977, -0.1102, -0.0189, -0.0202, -0.0613, -0.5400, 0.0872, 0.0982, 0.1193, 0.0706, 0.0635, 0.0995, 0.0625, 0.1172, 0.0570, 0.1052, 0.1030]
}

1) is favored, and the nearest alternative lies 1.544 eV above it.

1) {
  "formula": "H4NO2PS",
  "method": "ωB97M-V with the def2-TZVPD basis set",
  "e_lumo_ev": -0.24,
  "homo_ev": -8.9,
  "smiles": "O=PO.NS",
  "symbols": ["N", "O", "O", "P", "S", "H", "H", "H", "H"],
  "coordinates": [[1.06, 0.61, 0.31], [-2.20, -1.41, -0.41], [-1.75, 1.08, -0.33], [-1.77, -0.12, 0.56], [2.80, 0.46, 0.36], [1.00, 1.61, 0.19], [0.69, 0.02, -0.43], [-2.56, -1.52, -1.32], [2.72, -0.72, 1.07]],
  "lowdin_charge": [-0.4672, -0.3707, -0.4926, 0.8217, 0.6097, -0.0089, -0.0240, 0.0728, -0.1408]
}

2) {
  "formula": "H4NO2PS",
  "method": "ωB97M-V with the def2-TZVPD basis set",
  "e_lumo_ev": [-1.55, -1.58],
  "homo_ev": [-9.0, -9.0],
  "symbols": ["N", "O", "O", "P", "S", "H", "H", "H", "H"],
  "coordinates": [[0.27, -0.32, 1.00], [-1.60, 1.20, -0.18], [-0.07, -0.21, -1.46], [-0.03, 0.85, -0.27], [2.71, -1.02, 0.89], [-0.53, -1.03, 1.29], [0.65, 0.11, 1.79], [-2.04, 0.67, -0.84], [0.65, -0.25, -2.21]],
  "lowdin_charge": [-0.3039, -0.2673, -0.3280, 0.6333, 0.0261, 0.1220, -0.0570, 0.0403, 0.1346]
}

3) {
  "formula": "H4NO2PS",
  "method": "ωB97M-V with the def2-TZVPD basis set",
  "e_lumo_ev": 0.40,
  "homo_ev": -10.2,
  "smiles": "N=P(O)(O)S",
  "symbols": ["N", "O", "O", "P", "S", "H", "H", "H", "H"],
  "coordinates": [[-0.08, -1.52, -0.62], [-1.11, 1.22, -0.26], [1.55, 0.36, -0.51], [0.16, -0.23, 0.14], [0.29, 0.35, 2.12], [-0.70, -2.30, -0.49], [-1.66, 1.00, -0.98], [1.95, -0.26, -1.10], [-0.39, 1.36, 1.69]],
  "lowdin_charge": [-0.1855, -0.3138, -0.2344, 0.3522, 0.5815, -0.0044, -0.0225, 0.0383, -0.2115]
}

3) is favored, and the nearest alternative lies 0.312 eV above it.

1) {
  "formula": "H4NO2PS",
  "method": "ωB97M-V with the def2-TZVPD basis set",
  "e_lumo_ev": 0.19,
  "homo_ev": -9.9,
  "smiles": "N=P(O)(O)S",
  "symbols": ["N", "O", "O", "P", "S", "H", "H", "H", "H"],
  "coordinates": [[1.47, -0.93, 0.90], [0.36, -0.15, -1.44], [0.46, 1.48, 0.47], [0.33, -0.10, 0.16], [-1.86, -0.36, 0.39], [1.20, -1.92, 0.73], [-0.25, 0.46, -1.92], [0.78, 1.60, 1.38], [-2.49, -0.07, -0.68]],
  "lowdin_charge": [-0.1760, -0.2350, -0.2172, 0.2502, 0.4826, -0.0124, 0.0928, 0.0788, -0.2636]
}

2) {
  "formula": "H4NO2PS",
  "method": "ωB97M-V with the def2-TZVPD basis set",
  "e_lumo_ev": [-2.02, -2.37],
  "homo_ev": [-9.8, -9.5],
  "symbols": ["N", "O", "O", "P", "S", "H", "H", "H", "H"],
  "coordinates": [[-1.43, -0.78, -0.76], [-1.52, 0.56, 1.44], [-2.48, 1.51, -0.61], [1.52, 1.14, 0.03], [-1.41, 0.76, 0.05], [-0.81, -0.71, -1.50], [-2.30, -0.85, -1.20], [1.64, 2.52, 0.19], [1.17, 1.38, -1.31]],
  "lowdin_charge": [-0.0880, -0.3903, -0.3804, 0.7013, 0.5652, -0.0015, 0.0258, -0.2109, -0.2212]
}

1) is favored, and the nearest alternative lies 4.397 eV above it.